# 1
Density functional theory data (ωB97M-V/def2-TZVPD) for C38H82Cl4Li3O27 as an isolated structure.

```
! RIJCOSX wB97M-V def2-TZVPD def2/J DEFGRID3
* xyz -1 1
Li 0.084 3.760 -2.224
Li -1.629 -1.703 -2.897
Li -1.326 1.167 3.081
Cl 0.802 2.371 -5.143
O 1.058 1.112 -5.746
O 1.869 3.269 -5.351
O -0.379 2.891 -5.710
O 0.744 2.306 -3.714
Cl -1.838 4.796 3.474
O -0.771 5.748 3.373
O -3.015 5.559 3.377
O -1.693 3.855 2.437
O -1.862 4.143 4.713
Cl -3.455 0.330 -5.542
O -3.644 1.712 -5.371
O -2.829 -0.287 -4.472
O -4.753 -0.120 -5.746
O -2.660 0.177 -6.686
Cl -0.566 0.629 -0.285
O -0.192 1.950 -0.768
O -1.150 -0.102 -1.385
O 0.595 -0.044 0.158
O -1.374 0.704 0.882
C -6.016 -2.043 -1.947
C -5.633 -2.053 -0.442
C -4.079 -1.786 -0.431
O -3.721 -1.928 -1.823
C -4.731 -2.609 -2.522
H -6.211 -1.024 -2.283
H -6.867 -2.704 -2.111
H -5.766 -3.042 -0.004
H -6.301 -1.392 0.110
H -3.493 -2.420 0.235
H -3.906 -0.740 -0.177
H -4.695 -3.685 -2.352
H -4.718 -2.520 -3.608
C -5.123 -0.026 4.170
C -5.435 0.502 2.798
C -4.325 1.472 2.331
O -3.340 1.385 3.403
C -3.942 0.882 4.618
H -4.860 -1.084 4.154
H -5.962 0.113 4.851
H -6.432 0.915 2.642
H -5.367 -0.306 2.069
H -4.680 2.502 2.351
H -3.894 1.137 1.387
H -4.419 1.733 5.103
H -3.204 0.366 5.232
C 2.381 2.835 3.412
C 2.376 2.401 4.886
C 0.978 1.845 4.964
O 0.413 1.843 3.654
C 1.430 2.016 2.675
H 3.345 2.803 2.904
H 2.072 3.880 3.385
H 2.528 3.199 5.614
H 3.068 1.591 5.114
H 0.442 2.519 5.634
H 0.834 0.814 5.286
H 1.155 2.439 1.709
H 1.906 1.055 2.478
C 4.642 2.176 -0.607
C 3.764 1.271 -1.526
C 4.294 1.693 -2.941
O 5.649 1.816 -2.732
C 5.762 2.619 -1.523
H 5.090 1.655 0.239
H 4.155 3.084 -0.253
H 2.715 1.372 -1.249
H 4.055 0.267 -1.219
H 4.012 2.676 -3.318
H 3.920 0.967 -3.662
H 5.823 3.705 -1.598
H 6.741 2.361 -1.121
C 2.345 6.372 0.426
C 3.064 6.504 -0.889
C 2.020 6.097 -1.917
O 1.240 5.071 -1.292
C 1.546 5.087 0.084
H 1.632 7.153 0.690
H 2.988 6.386 1.306
H 3.909 5.816 -0.878
H 3.451 7.513 -1.028
H 2.516 5.895 -2.866
H 1.319 6.932 -1.937
H 2.146 4.179 0.137
H 0.736 4.866 0.779
C 4.921 -2.722 0.314
C 5.360 -2.724 -1.142
C 5.906 -4.054 -1.555
O 5.221 -4.877 -0.627
C 4.894 -4.265 0.643
H 3.938 -2.262 0.405
H 5.610 -2.203 0.980
H 6.086 -1.964 -1.431
H 4.444 -2.527 -1.698
H 6.976 -4.085 -1.347
H 5.810 -4.255 -2.622
H 5.766 -4.443 1.271
H 3.956 -4.631 1.061
C 1.700 -4.300 5.753
C 2.228 -3.745 4.482
C 2.082 -2.253 4.666
O 0.801 -2.147 5.330
C 0.691 -3.223 6.286
H 2.505 -4.341 6.487
H 1.179 -5.250 5.633
H 1.647 -4.184 3.671
H 3.241 -4.049 4.221
H 2.193 -1.665 3.755
H 2.856 -1.981 5.384
H -0.362 -3.497 6.231
H 0.936 -2.964 7.316
C -1.880 -6.151 -3.610
C -1.341 -5.488 -4.891
C -1.669 -3.989 -4.694
O -1.646 -3.685 -3.246
C -1.485 -4.966 -2.628
H -1.334 -7.061 -3.359
H -2.958 -6.253 -3.729
H -1.723 -5.848 -5.847
H -0.268 -5.680 -4.893
H -2.710 -3.875 -4.998
H -1.028 -3.294 -5.236
H -2.109 -4.964 -1.735
H -0.439 -4.955 -2.321
C 1.729 -2.905 -4.037
C 1.227 -1.589 -3.526
O 0.012 -1.392 -4.037
H 1.066 -3.674 -3.641
H 2.698 -3.034 -3.554
H 1.796 -2.994 -5.121
H 1.806 -0.723 -3.846
H 1.097 -1.581 -2.444
H 0.011 -0.642 -4.637
C -3.446 3.847 -1.103
C -2.781 3.555 -2.469
O -1.761 4.488 -2.625
H -4.428 3.376 -1.049
H -3.595 4.915 -0.947
H -2.887 3.364 -0.301
H -3.436 3.566 -3.340
H -2.470 2.512 -2.517
H -2.166 5.230 -3.080
C -1.190 -2.747 2.474
C -1.758 -1.995 3.676
O -0.990 -0.820 3.841
H -0.113 -2.913 2.464
H -1.350 -2.417 1.447
H -1.565 -3.770 2.512
H -1.790 -2.658 4.541
H -2.795 -1.667 3.606
H -0.278 -1.143 4.399
*
```

HOMO energy	-5.904	eV
DFT total energy	-146696.042	eV
strongest force on any atom	0.0957	hartree/bohr



# 2
Density functional theory data (ωB97M-V/def2-TZVPD) for a 5-piece molecular cluster, C38H82N4O5 overall.

```
! RIJCOSX wB97M-V def2-TZVPD def2/J DEFGRID3
* xyz 0 1
C -2.472 -6.446 -1.914
C -1.592 -5.248 -1.628
C -1.938 -4.141 -2.616
C -2.035 -4.718 -0.218
C -1.446 -5.447 0.978
C 0.050 -5.520 0.764
C 0.518 -6.136 -0.556
C 2.030 -5.821 -0.581
C 0.393 -7.668 -0.493
N -0.155 -5.539 -1.688
O 0.300 -5.895 -2.962
H -2.640 -7.163 -1.100
H -3.500 -6.286 -2.247
H -2.005 -7.075 -2.687
H -1.323 -3.299 -2.291
H -1.654 -4.432 -3.630
H -2.982 -3.844 -2.704
H -1.759 -3.658 -0.206
H -3.127 -4.723 -0.262
H -1.611 -4.854 1.879
H -1.839 -6.461 1.084
H 0.428 -6.161 1.568
H 0.482 -4.547 1.012
H 2.498 -6.249 -1.471
H 2.560 -6.193 0.294
H 2.164 -4.739 -0.630
H 1.015 -8.167 -1.242
H -0.593 -8.080 -0.737
H 0.599 -8.042 0.509
H 0.036 -6.829 -3.078
C -5.314 1.747 -1.473
C -5.700 1.162 -0.081
C -6.844 2.026 0.518
C -6.129 -0.304 -0.318
C -6.404 -1.009 0.988
C -5.187 -0.975 1.887
C -4.559 0.423 2.090
C -5.312 1.186 3.193
C -3.102 0.219 2.515
N -4.501 1.091 0.769
O -3.841 2.341 0.948
H -4.699 2.634 -1.297
H -4.651 1.119 -2.066
H -6.191 2.125 -1.989
H -6.512 2.578 1.391
H -7.245 2.769 -0.182
H -7.777 1.492 0.718
H -6.983 -0.271 -0.999
H -5.308 -0.834 -0.810
H -7.257 -0.480 1.437
H -6.866 -1.996 0.899
H -4.379 -1.627 1.558
H -5.587 -1.235 2.871
H -5.139 2.266 3.179
H -5.097 0.747 4.165
H -6.395 1.196 3.033
H -2.425 0.243 1.664
H -2.940 -0.719 3.047
H -2.809 1.048 3.164
H -3.562 2.585 0.062
C 0.029 3.390 -3.875
C 1.257 4.316 -3.804
C 0.773 5.785 -3.844
C 1.939 4.113 -2.446
C 2.792 2.847 -2.362
C 3.854 2.836 -3.464
C 3.238 2.971 -4.847
C 4.365 3.470 -5.781
C 2.625 1.624 -5.271
N 2.250 4.068 -4.848
O 1.705 4.317 -6.124
H -0.326 3.128 -4.879
H 0.299 2.415 -3.461
H -0.881 3.775 -3.411
H 0.291 5.974 -2.886
H 1.629 6.440 -4.000
H 0.016 5.868 -4.624
H 2.565 4.985 -2.219
H 1.317 4.093 -1.546
H 3.156 2.664 -1.350
H 2.110 2.000 -2.509
H 4.519 1.974 -3.404
H 4.464 3.724 -3.275
H 5.221 2.803 -5.883
H 4.797 4.347 -5.293
H 3.932 3.802 -6.722
H 3.334 1.024 -5.835
H 1.786 1.771 -5.972
H 1.967 1.176 -4.520
H 1.932 5.238 -6.306
C 5.808 0.287 5.245
C 4.389 0.904 5.162
C 3.301 0.077 5.867
C 4.492 2.300 5.717
C 3.387 3.250 5.307
C 3.146 3.359 3.816
C 3.201 1.981 3.120
C 1.831 1.307 3.087
C 3.676 2.259 1.676
N 4.219 1.040 3.684
O 4.285 -0.189 3.015
H 6.511 0.847 4.634
H 6.119 0.187 6.288
H 5.822 -0.714 4.811
H 3.685 -0.207 6.847
H 2.361 0.617 5.970
H 3.086 -0.815 5.276
H 4.417 2.229 6.807
H 5.457 2.747 5.466
H 2.429 2.913 5.738
H 3.471 4.217 5.811
H 3.912 4.054 3.465
H 2.136 3.752 3.701
H 1.356 1.351 4.073
H 1.898 0.217 3.028
H 1.190 1.642 2.276
H 2.980 2.925 1.157
H 3.807 1.353 1.085
H 4.625 2.795 1.709
H 3.372 -0.434 2.784
C -0.504 -0.310 -1.253
C 0.244 0.246 -0.095
O 1.179 -0.725 0.373
H -1.190 0.446 -1.669
H -1.170 -1.169 -1.170
H 0.165 -0.488 -2.103
H -0.535 0.523 0.615
H 0.856 1.082 -0.445
H 1.947 -0.959 -0.147
*
```

SMILES	CC1(C)CCCC(C)(C)N1O.CC1(C)CCCC(C)(C)N1O.CC1(C)CCCC(C)(C)N1O.CC1(C)CCCC(C)(C)N1O.CCO
HOMO energy	-7.979	eV
DFT total energy	-56926.906	eV
strongest force on any atom	0.0526	hartree/bohr



# 3
Density functional theory data (ωB97M-V/def2-TZVPD) for a 4-piece molecular cluster, C38H84N4O5 overall.

```
! RIJCOSX wB97M-V def2-TZVPD def2/J DEFGRID3
* xyz 0 1
C 0.697 -2.750 3.454
C 0.628 -3.286 1.938
C 0.341 -4.866 1.799
C 0.405 -5.193 0.199
C -1.066 -5.203 -0.473
C -1.377 -3.840 -1.306
C -2.963 -3.902 -1.651
C -3.642 -2.442 -1.789
C -4.488 -2.003 -0.485
C -3.536 -1.698 0.774
C -3.786 -0.276 1.486
C -3.760 0.998 0.507
C -2.263 1.610 0.267
C -1.707 1.334 -1.212
C -0.105 1.011 -1.266
C 0.613 2.289 -0.619
O 2.081 2.284 -0.789
N 2.696 2.529 0.392
O 3.742 1.941 0.429
O 0.069 -0.244 -0.578
C 0.721 -0.144 0.677
O 1.929 -0.477 0.828
O 0.228 1.021 -2.667
C 0.687 -0.250 -3.170
C 2.246 -0.581 -2.815
C 2.431 -1.943 -1.974
H 1.807 -2.536 3.679
H 0.123 -1.764 3.546
H 0.309 -3.534 4.198
H -0.207 -2.733 1.365
H 1.629 -3.022 1.431
H -0.686 -5.088 2.250
H 1.203 -5.441 2.276
H 1.107 -4.463 -0.351
H 0.827 -6.253 0.117
H -1.117 -6.117 -1.168
H -1.854 -5.334 0.353
H -1.073 -2.903 -0.729
H -0.781 -3.874 -2.291
H -3.512 -4.564 -0.888
H -3.054 -4.423 -2.671
H -4.392 -2.513 -2.660
H -2.865 -1.652 -2.077
H -5.232 -1.161 -0.727
H -5.139 -2.917 -0.211
H -2.418 -1.738 0.499
H -3.685 -2.501 1.594
H -4.756 -0.346 2.110
H -2.939 -0.154 2.267
H -4.364 1.831 1.037
H -4.298 0.789 -0.489
H -1.607 1.231 1.120
H -2.378 2.750 0.409
H -1.814 2.328 -1.795
H -2.331 0.527 -1.720
H 0.267 3.192 -1.258
H 0.292 2.542 0.448
H 0.197 0.207 1.647
H -0.009 -1.140 -2.961
H 0.687 -0.148 -4.325
H 2.757 0.301 -2.283
H 2.825 -0.731 -3.806
H 2.797 -2.745 -2.705
H 1.423 -2.291 -1.558
H 3.201 -1.736 -1.156
C 7.125 4.885 5.395
C 6.370 4.539 4.116
N 5.688 5.673 3.501
C 4.773 5.280 2.430
C 5.375 4.643 1.180
C 6.513 6.843 3.213
C 7.713 6.653 2.286
H 6.458 5.334 6.136
H 7.549 3.977 5.831
H 7.954 5.572 5.209
H 5.623 3.782 4.382
H 7.067 4.058 3.419
H 4.175 6.148 2.130
H 4.046 4.575 2.852
H 5.852 5.385 0.539
H 4.582 4.181 0.589
H 6.100 3.862 1.413
H 6.878 7.247 4.164
H 5.880 7.641 2.811
H 8.272 5.740 2.502
H 8.405 7.492 2.406
H 7.414 6.639 1.237
C -0.694 -8.768 -5.025
C -0.343 -7.293 -4.875
N 0.816 -6.875 -5.657
C 1.288 -5.534 -5.312
C 0.355 -4.359 -5.597
C 0.768 -7.165 -7.088
C -0.389 -6.573 -7.892
H 0.154 -9.405 -4.758
H -1.525 -9.019 -4.359
H -1.010 -9.015 -6.041
H -0.129 -7.122 -3.813
H -1.231 -6.696 -5.115
H 2.248 -5.351 -5.807
H 1.522 -5.527 -4.240
H 0.335 -4.111 -6.658
H 0.717 -3.470 -5.070
H -0.667 -4.539 -5.258
H 0.751 -8.252 -7.216
H 1.712 -6.858 -7.551
H -1.348 -6.656 -7.375
H -0.487 -7.108 -8.842
H -0.215 -5.525 -8.138
C -2.443 3.644 3.852
C -2.992 4.944 3.275
N -4.410 4.891 2.935
C -4.857 6.047 2.159
C -4.812 7.416 2.834
C -5.315 4.476 4.005
C -5.325 5.307 5.287
H -2.607 2.808 3.166
H -1.366 3.738 4.016
H -2.896 3.399 4.816
H -2.420 5.155 2.364
H -2.772 5.757 3.977
H -5.876 5.866 1.797
H -4.245 6.098 1.251
H -5.628 7.543 3.545
H -4.928 8.201 2.079
H -3.867 7.601 3.347
H -5.077 3.441 4.272
H -6.336 4.420 3.613
H -4.322 5.585 5.618
H -5.783 4.728 6.095
H -5.919 6.215 5.174
*
```

SMILES	CCCCCCCCCCCCCC[C@@](CON=O)(OC=O)OCCC.CCN(CC)CC.CCN(CC)CC.CCN(CC)CC
HOMO energy	-7.965	eV
DFT total energy	-56957.145	eV
strongest force on any atom	0.1048	hartree/bohr